Record 1
# C59H49AsCl4N4S3W

A molecular structure, C59H49AsCl4N4S3W (wB97M-V/def2-TZVPD, the Open Molecules 2025 dataset).

Structure (ORCA input):
```
! RIJCOSX wB97M-V def2-TZVPD def2/J DEFGRID3
* xyz 2 1
W -0.344 0.005 0.061
Cl -1.010 4.233 8.505
C -0.915 3.245 7.101
C 0.155 3.392 6.228
C 0.206 2.623 5.080
C -0.813 1.715 4.780
C -1.867 1.564 5.678
C -1.915 2.320 6.837
C -0.781 1.068 3.442
C -1.774 1.405 2.520
C -2.915 2.203 2.804
C -3.716 2.166 1.704
C -3.068 1.354 0.735
C -3.654 0.960 -0.491
C -5.115 1.168 -0.646
C -5.652 1.865 -1.730
C -7.015 2.070 -1.843
C -7.870 1.581 -0.866
Cl -9.565 1.835 -1.003
C -7.357 0.914 0.239
C -5.994 0.714 0.346
C -2.871 0.539 -1.554
N -1.485 0.608 -1.482
C -1.087 1.062 -2.734
C -0.026 1.943 -2.864
C 0.057 2.763 -4.099
C 0.348 2.186 -5.331
C 0.360 2.953 -6.484
C 0.069 4.308 -6.406
Cl 0.065 5.265 -7.838
C -0.226 4.897 -5.184
C -0.225 4.126 -4.034
C 0.889 2.179 -1.831
C 2.031 3.016 -1.947
C 2.878 2.695 -0.930
C 2.254 1.681 -0.159
N 0.991 1.408 -0.679
C 2.866 0.969 0.876
C 2.140 0.202 1.789
C 2.572 -0.069 3.131
C 1.478 0.070 3.926
C 0.369 0.370 3.077
N 0.754 0.221 1.758
C 4.302 1.191 1.187
C 4.753 2.418 1.668
C 6.061 2.570 2.094
C 6.938 1.496 2.031
Cl 8.556 1.674 2.588
C 6.510 0.273 1.532
C 5.196 0.127 1.122
C -2.160 0.859 -3.661
C -3.251 0.492 -2.939
N -1.835 0.940 1.207
H 0.926 4.122 6.429
H 1.018 2.764 4.378
H -2.654 0.851 5.467
H -2.742 2.210 7.525
H -3.104 2.724 3.726
H -4.660 2.663 1.564
H -4.991 2.301 -2.468
H -7.417 2.620 -2.682
H -8.021 0.559 1.015
H -5.598 0.194 1.208
H 0.585 1.129 -5.385
H 0.588 2.506 -7.441
H -0.464 5.950 -5.137
H -0.463 4.582 -3.081
H 2.192 3.742 -2.726
H 3.860 3.101 -0.752
H 3.594 -0.232 3.432
H 1.436 0.025 5.002
H 4.068 3.254 1.741
H 6.399 3.518 2.490
H 7.203 -0.556 1.481
H 4.863 -0.829 0.738
H -2.095 1.022 -4.724
H -4.238 0.268 -3.308
C -4.438 -3.070 0.233
C -3.560 -3.859 -0.738
S -2.021 -3.019 -1.292
C -0.840 -4.297 -0.761
C -0.467 -4.274 0.724
S -0.184 -2.622 1.498
C -1.362 -2.821 2.892
C -2.798 -3.195 2.540
S -3.525 -2.009 1.383
H -5.065 -3.753 0.804
H -5.089 -2.375 -0.296
H -4.116 -4.090 -1.645
H -3.242 -4.796 -0.285
H 0.028 -4.183 -1.406
H -1.300 -5.255 -1.000
H 0.457 -4.827 0.892
H -1.247 -4.758 1.306
H -1.313 -1.870 3.423
H -0.938 -3.604 3.521
H -3.400 -3.183 3.448
H -2.866 -4.189 2.102
C 3.041 -0.551 -2.074
As 1.441 -1.413 -1.341
C 0.840 -2.014 -3.121
C 2.377 -2.943 -0.454
C 3.627 -3.464 -1.108
C 3.573 -4.087 -2.354
C 4.711 -4.644 -2.913
C 5.916 -4.602 -2.225
C 5.980 -3.991 -0.983
C 4.839 -3.429 -0.428
H 3.542 -1.285 -2.702
H 3.735 -0.233 -1.302
H 2.759 0.307 -2.684
H 1.694 -2.332 -3.714
H 0.389 -1.138 -3.591
H 0.089 -2.798 -3.098
H 1.678 -3.768 -0.341
H 2.603 -2.579 0.552
H 2.620 -4.158 -2.866
H 4.661 -5.122 -3.882
H 6.798 -5.065 -2.647
H 6.914 -3.959 -0.437
H 4.885 -3.001 0.567
*
```

LUMO (alpha / beta) ... -6.892 / -6.919 eV
E_HOMO (alpha / beta) ... -12.281 / -12.256 eV
F_max ... 1.510 eV Å⁻¹
Gap between HOMO and LUMO (alpha / beta) ... 5.39 / 5.34 eV

---

Record 2
# C59H53N2O2SSbZn

A molecular structure, C59H53N2O2SSbZn (wB97M-V/def2-TZVPD, the Open Molecules 2025 dataset).

Structure (ORCA input):
```
! RIJCOSX wB97M-V def2-TZVPD def2/J DEFGRID3
* xyz 0 1
Zn -0.033 0.173 0.940
O 1.841 0.206 0.673
C 2.787 0.652 1.581
C 2.122 1.424 2.753
C 1.179 0.582 3.564
C 1.505 0.104 4.823
C 0.575 -0.657 5.512
C -0.660 -0.910 4.942
C -0.932 -0.412 3.675
C -2.239 -0.658 2.983
C -2.127 -1.677 1.813
O -1.333 -1.194 0.785
C -1.549 -2.969 2.411
C -0.220 -3.303 2.193
C 0.344 -4.409 2.817
C -0.421 -5.200 3.661
C -1.756 -4.881 3.873
C -2.313 -3.773 3.253
C -3.509 -1.964 1.209
C -3.537 -2.756 0.061
C -4.729 -3.038 -0.581
C -5.926 -2.525 -0.091
C -5.910 -1.736 1.046
C -4.708 -1.461 1.695
N -0.015 0.309 3.017
C 3.763 1.552 0.808
C 4.164 2.817 1.215
C 5.023 3.580 0.426
C 5.496 3.081 -0.775
C 5.106 1.810 -1.185
C 4.249 1.057 -0.403
C 3.586 -0.518 2.174
C 4.633 -0.292 3.067
C 5.334 -1.350 3.623
C 5.006 -2.657 3.285
C 3.981 -2.890 2.383
C 3.276 -1.826 1.831
H 2.882 1.821 3.426
H 1.571 2.267 2.326
H 2.478 0.319 5.243
H 0.813 -1.051 6.492
H -1.405 -1.502 5.454
H -2.948 -1.023 3.727
H -2.607 0.286 2.573
H 0.371 -2.685 1.531
H 1.387 -4.646 2.647
H 0.017 -6.063 4.147
H -2.366 -5.500 4.520
H -3.360 -3.536 3.415
H -2.600 -3.133 -0.331
H -4.726 -3.653 -1.473
H -6.861 -2.743 -0.592
H -6.835 -1.332 1.440
H -4.728 -0.837 2.579
H 3.804 3.242 2.142
H 5.317 4.568 0.759
H 6.163 3.673 -1.388
H 5.464 1.405 -2.124
H 3.924 0.079 -0.737
H 4.918 0.724 3.317
H 6.145 -1.154 4.313
H 5.555 -3.485 3.716
H 3.727 -3.905 2.102
H 2.480 -1.997 1.121
S -1.430 2.778 1.583
C -2.686 3.243 0.566
N -2.427 3.833 -0.633
C -3.363 4.261 -1.516
C -4.682 4.130 -1.226
C -5.029 3.537 0.009
C -4.068 3.111 0.877
H -1.451 3.933 -0.887
H -2.975 4.689 -2.429
H -5.431 4.467 -1.926
H -6.073 3.415 0.268
H -4.320 2.654 1.822
C 1.186 3.482 -1.202
C 0.391 3.524 -2.480
C 0.271 4.713 -3.198
C -0.432 4.767 -4.395
C -1.033 3.623 -4.896
C -0.942 2.433 -4.183
C -0.241 2.373 -2.982
Sb -0.120 0.547 -1.871
C -1.379 -0.644 -3.117
C -0.853 -1.296 -4.230
C -1.656 -2.099 -5.028
C -2.997 -2.251 -4.711
C -3.525 -1.606 -3.603
C -2.732 -0.798 -2.792
C -3.341 -0.099 -1.608
C 1.754 -0.097 -2.659
C 2.501 0.721 -3.498
C 3.759 0.327 -3.939
C 4.272 -0.894 -3.535
C 3.524 -1.718 -2.704
C 2.264 -1.338 -2.254
C 1.477 -2.243 -1.346
H 1.628 4.453 -0.979
H 1.998 2.754 -1.261
H 0.563 3.191 -0.349
H 0.753 5.607 -2.818
H -0.499 5.701 -4.939
H -1.569 3.652 -5.836
H -1.415 1.539 -4.573
H 0.196 -1.182 -4.476
H -1.235 -2.602 -5.889
H -3.633 -2.878 -5.324
H -4.570 -1.738 -3.349
H -4.343 -0.477 -1.402
H -3.420 0.975 -1.802
H -2.738 -0.250 -0.707
H 2.108 1.680 -3.814
H 4.331 0.975 -4.591
H 5.252 -1.211 -3.868
H 3.927 -2.675 -2.392
H 2.000 -3.184 -1.178
H 0.492 -2.475 -1.758
H 1.325 -1.762 -0.377
*
```

LUMO ... -0.112 eV
E_HOMO ... -7.993 eV
F_max ... 0.349 eV Å⁻¹
Energy relative to the best compared isomer or geometry (same formula, charge and spin) ... 1.6 kcal per mole
Gap between HOMO and LUMO ... 7.88 eV